Here is a structure of composition C3H2Br2N2S at a distorted geometry from OMol25. Energies are from wB97M-V/def2-TZVPD.

Structure (XYZ):
```
10
Properties=species:S:1:pos:R:3:mulliken_charge:R:1
C -0.080 0.319 -1.339 -0.413
C -0.504 0.096 0.955 -0.382
C 0.450 0.078 -0.053 0.622
N -1.375 0.231 -1.402 -0.461
N 1.857 0.134 0.377 -0.295
S -1.978 0.160 0.129 0.028
Br 2.659 -1.531 0.338 0.002
Br 2.903 1.460 -0.472 -0.004
H 0.474 0.331 -2.277 0.374
H -0.151 0.051 1.899 0.530
```

Properties
Frontier orbital gap, eV: 8.614
HOMO, eV: -9.20
Net charge: 0
ΔE to the lowest compared entry with this formula, charge and spin, kcal per mole: 19.61